Molecular formula: C9H12N2O5Pb
Method: DFT, ωB97M-V/def2-TZVPD

Geometry as XYZ:
```
29
Properties=species:S:1:pos:R:3
O -0.934 3.033 2.474
C -1.117 2.736 1.380
Pb -1.406 2.267 -0.345
O -0.832 6.305 -1.496
C -0.990 5.211 -1.173
C -3.061 1.682 0.093
O -4.114 1.310 0.371
C -1.696 1.798 -2.070
O -1.880 1.501 -3.164
C -1.782 -1.618 0.892
N -0.365 -1.660 0.579
C 0.272 -2.941 0.806
C 0.324 -0.540 0.091
O -0.282 0.532 -0.085
N 1.687 -0.573 -0.220
C 2.603 -1.704 -0.101
C 2.352 0.644 -0.737
H -2.147 -2.609 1.269
H -2.369 -1.378 -0.010
H -1.976 -0.877 1.684
H 0.610 -3.365 -0.181
H 1.030 -2.830 1.630
H -0.368 -3.729 1.187
H 2.982 -1.943 -1.089
H 3.377 -1.440 0.612
H 2.442 -2.726 0.239
H 1.901 0.974 -1.694
H 2.293 1.474 -0.006
H 3.447 0.466 -0.939
```

Computed properties:
Net charge: +2
Total energy (a.u.): -1027.57109
Largest force on an atom (eV/A): 15.60
Gap between HOMO and LUMO (eV): 5.9